{
  "formula": "C24H28N5P2Ru",
  "method": "ωB97M-V/def2-TZVPD",
  "total_charge": 2,
  "e_tot_ha": -1982.27056,
  "gap_ev": [5.9242, 5.9433],
  "lumo_energy_ev": [-7.889, -7.883],
  "largest_force_ev_per_a": 3.3,
  "homo_ev": [-13.81, -13.83],
  "spin_multiplicity": 2,
  "symbols": ["Ru", "P", "P", "N", "N", "N", "N", "N", "C", "C", "C", "C", "C", "C", "C", "C", "C", "C", "C", "C", "C", "C", "C", "C", "C", "C", "C", "C", "C", "C", "C", "C", "H", "H", "H", "H", "H", "H", "H", "H", "H", "H", "H", "H", "H", "H", "H", "H", "H", "H", "H", "H", "H", "H", "H", "H", "H", "H", "H", "H"],
  "xyz": [[-0.5309, 0.0722, -0.3999], [1.9096, -0.4628, -0.6191], [-0.3906, 0.0130, -2.7982], [-0.5848, -2.1530, 2.0897], [-0.3606, 0.1628, 1.5443], [-0.1293, 2.5298, 1.7707], [-1.1118, 2.1292, -0.3500], [-1.2806, -1.9697, -0.1744], [0.3848, 1.4968, -3.5347], [-0.0224, -0.2782, 6.1202], [-0.5566, 4.3654, 0.3855], [0.1441, 1.1156, 6.0232], [2.7214, -1.7962, 0.3235], [-1.1517, 4.9012, -0.7230], [-0.9822, -2.6902, 0.9582], [0.9177, -1.2418, -3.1601], [-1.7055, -0.3555, -4.0304], [-0.5741, 2.9607, 0.6069], [0.1317, 1.7635, 4.8040], [-0.1882, -0.4301, 3.7569], [-1.8919, -4.0079, -1.2845], [2.9987, 0.9689, -0.2964], [-1.7376, 2.6829, -1.3961], [2.2121, -0.9440, -2.3969], [-1.5640, -4.7644, -0.1491], [-0.1534, 1.3158, 2.2756], [-1.1283, -4.1050, 0.9632], [-0.3867, -0.9015, 2.4233], [-0.1822, -1.0684, 4.9982], [-1.7422, -2.6394, -1.2375], [-0.0351, 0.9842, 3.6610], [-1.7967, 4.0416, -1.6220], [-2.2261, 1.9947, -2.0843], [0.7702, 1.2474, -4.5256], [-0.0920, 4.9754, 1.1421], [-0.8888, -4.6063, 1.8874], [-2.2582, -4.4877, -2.1761], [1.0918, -1.2261, -4.2410], [0.5329, -2.2334, -2.8938], [-2.0098, -2.0424, -2.1044], [1.1997, 1.8610, -2.9063], [2.9913, 1.1563, 0.7800], [-2.3250, 4.4270, -2.4781], [2.2666, -2.7556, 0.0754], [2.6332, 1.8608, -0.8097], [4.0153, 0.7473, -0.6265], [0.2703, 1.6867, 6.9279], [0.2272, 2.8328, 4.7209], [-2.6929, -0.4173, -3.5689], [3.7838, -1.8198, 0.0681], [2.8644, -1.8215, -2.4027], [-0.0414, -0.7376, 7.0964], [-1.1458, 5.9670, -0.8952], [-1.5051, -1.2997, -4.5376], [-1.6678, -5.8387, -0.1495], [-1.7335, 0.4359, -4.7810], [2.7592, -0.1322, -2.8829], [2.6169, -1.6196, 1.3946], [-0.3581, 2.2871, -3.6335], [-0.3107, -2.1366, 5.0727]],
  "forces_ev_per_angstrom": [[0.57, -0.79, -0.71], [-0.25, 0.18, -0.95], [0.38, -0.09, -0.35], [0.78, 1.72, 2.74], [-0.23, 0.23, 1.19], [0.69, -1.27, 2.65], [1.18, -0.90, 0.51], [1.15, 1.05, 0.59], [-0.07, -0.05, 0.17], [0.10, 0.69, 0.13], [-0.03, -0.46, -0.01], [-0.10, -0.73, 0.27], [-0.74, 0.05, 0.26], [0.01, -0.21, 0.01], [-0.53, -0.61, -1.68], [-0.23, 0.00, -0.01], [-0.13, 0.00, 0.23], [-0.60, 0.33, -1.47], [-0.10, -0.19, -0.89], [0.41, 1.52, 1.52], [0.07, 0.31, 0.21], [-0.68, 0.05, 0.15], [-0.58, 0.77, -1.02], [-0.28, 0.13, 0.15], [-0.05, 0.23, -0.19], [-0.39, 1.48, -2.28], [0.06, 0.55, 0.01], [-0.47, -1.88, -1.92], [-0.08, 0.12, -0.89], [-0.32, -0.73, -1.06], [0.17, -1.31, 1.74], [0.03, -0.57, 0.16], [0.09, 0.15, 0.17], [-0.01, 0.03, 0.04], [0.05, 0.02, 0.09], [0.04, -0.04, 0.03], [-0.11, 0.05, -0.13], [0.06, -0.13, 0.11], [0.01, 0.12, -0.06], [0.01, -0.11, 0.19], [-0.04, 0.05, -0.06], [0.08, 0.07, -0.06], [-0.08, -0.03, -0.09], [0.02, -0.01, 0.04], [0.05, -0.06, 0.04], [-0.08, -0.11, 0.01], [0.00, 0.08, 0.13], [0.06, 0.17, 0.05], [0.06, 0.02, -0.01], [-0.12, 0.13, -0.11], [-0.01, 0.11, 0.06], [0.06, -0.01, 0.09], [-0.01, 0.08, 0.03], [0.02, 0.00, 0.03], [-0.02, -0.08, -0.02], [0.03, -0.06, 0.04], [-0.02, 0.01, 0.12], [0.00, -0.05, 0.00], [0.10, 0.03, -0.01], [-0.03, -0.10, 0.00]]
}